A cluster of 4 separate species, C2H12N2O3 in total. Source: the OMol25 dataset; level of theory: wB97M-V/def2-TZVPD.

Structure (XYZ):
```
19
Properties=species:S:1:pos:R:3:forces:R:3:lowdin_charge:R:1
C 0.99417 -0.38195 -0.04992 0.431 -0.188 0.962 -0.124
C 1.04076 0.62026 0.92081 -0.731 0.383 0.122 -0.093
N 1.13909 1.92364 0.67135 0.563 -0.660 -0.031 0.192
N 0.77858 -1.65292 0.33036 0.456 0.804 -0.974 0.195
H 1.25159 -0.18540 -1.08348 0.295 -0.098 0.055 0.134
H 0.90253 0.34071 1.95936 -0.023 -0.046 -0.002 0.155
H 1.47353 2.22346 -0.23090 -0.116 0.358 -0.434 0.109
H 1.29116 2.55969 1.43482 -0.082 0.160 0.156 0.140
H 1.17830 -2.32472 -0.28767 -0.322 -0.815 -0.372 0.132
H 0.04157 -1.95719 0.94488 0.026 -0.172 0.764 0.102
H 1.29020 1.66508 -3.12951 -0.009 -0.347 -0.155 0.050
H 0.31335 1.61362 -1.88050 0.300 0.384 -1.302 0.017
O 0.77537 2.19814 -2.52343 -0.440 -0.099 1.449 -0.043
H -2.34727 0.49483 -0.53797 -1.221 0.670 -0.486 0.064
H -1.18445 0.04429 0.19655 0.085 -0.157 0.198 0.008
O -1.82047 -0.28389 -0.44498 0.816 -0.234 0.178 -0.019
H -3.01477 -2.65727 1.52952 0.404 -0.013 0.099 0.062
H -2.02357 -1.83873 0.68832 -0.581 -0.436 0.545 -0.005
O -2.07966 -2.40167 1.49237 0.148 0.509 -0.775 -0.077
```
Positions in Å, forces in eV/Å.

Values from the calculation:
energy above the lowest of the compared OMol25 structures with the same formula, charge and spin = 0.0 kcal/mol
E_tot = -11383.780 eV
2S+1 = 2
HOMO level (spin up / spin down) = -13.663 / -14.753 eV
orbital gap (spin up / spin down) = 10.185 / 8.279 eV
expectation value of S² = 0.760
net charge = +1